Entry 1:
C42H89BrFN2O20P | ωB97M-V/def2-TZVPD

## Properties
Energy above the lowest of the compared OMol25 structures with the same formula, charge and spin ... 0.00 kcal per mole
Orbital gap ... 7.27 eV
HOMO energy ... -8.698 eV
LUMO ... -1.4 eV
SMILES string ... CCOc1c(P(=O)(O)O)c(Br)cc2ncc(F)nc12.COCCOC.COCCOC.COCCOC.COCCOC.COCCOC.COCCOC.COCCOC.COCCOC

```
! RIJCOSX wB97M-V def2-TZVPD def2/J DEFGRID3
* xyz 0 1
C 5.51641 0.15871 -1.49536
C 4.84324 0.54538 -2.86553
O 3.42300 0.84782 -2.79668
C 3.03171 1.28958 -1.54048
C 2.21178 0.41111 -0.68954
P 1.69326 -1.24706 -1.34934
O 2.78786 -2.23052 -1.10551
O 1.38687 -1.08154 -2.99635
O 0.24537 -1.78993 -0.69825
C 1.84108 0.93134 0.69606
Br 0.80230 -0.13565 1.95810
C 2.26132 2.25883 1.10638
C 3.07057 3.18344 0.22597
N 3.38671 4.43592 0.74583
C 4.10874 5.12664 -0.17456
C 4.54175 4.62402 -1.51075
F 5.30837 5.44666 -2.31066
N 4.23970 3.40847 -1.98793
C 3.46192 2.67464 -1.09845
H 6.56137 -0.21890 -1.71983
H 4.95924 -0.67717 -0.98872
H 5.67123 1.04272 -0.80439
H 5.04737 -0.30329 -3.58664
H 5.37662 1.43836 -3.31788
H 0.88784 -0.23213 -3.05993
H -0.35225 -1.00637 -0.71189
H 1.95774 2.59500 2.13648
H 4.44776 6.16052 0.11774
C 3.73673 2.39475 4.53980
O 2.56615 1.59117 4.57511
C 2.75917 0.38280 5.30396
C 2.14835 0.47117 6.69423
O 2.84306 1.41070 7.50744
C 2.15252 2.64565 7.61946
H 3.46184 3.37937 4.15783
H 4.17558 2.51762 5.53292
H 4.47365 1.94947 3.86237
H 3.82125 0.12583 5.35979
H 2.24975 -0.40996 4.74745
H 2.24497 -0.50406 7.18074
H 1.08253 0.71531 6.63763
H 1.28286 2.52855 8.27392
H 1.83275 3.02242 6.64425
H 2.83048 3.37336 8.06717
C 0.58626 3.42053 -3.39920
O -0.22257 2.32690 -3.81296
C -1.61425 2.63339 -3.77941
C -2.15082 2.92323 -5.17283
O -1.60376 4.12751 -5.69812
C -0.56805 3.88738 -6.63962
H 1.62316 3.18916 -3.64869
H 0.30651 4.34923 -3.90239
H 0.50659 3.54896 -2.31339
H -1.81379 3.47022 -3.10280
H -2.12629 1.75028 -3.38358
H -3.23359 3.06694 -5.10733
H -1.96298 2.08129 -5.84636
H -0.99523 3.52099 -7.57832
H 0.16545 3.16986 -6.26287
H -0.06043 4.83317 -6.83306
C -5.15063 1.63384 3.24555
O -4.83541 0.91185 4.42548
C -4.23763 -0.35097 4.14107
C -2.73258 -0.30456 4.34169
O -2.11879 0.53690 3.37091
C -1.77345 1.80981 3.89835
H -5.40300 2.65694 3.52720
H -4.30803 1.66256 2.55040
H -6.01985 1.18081 2.75529
H -4.48456 -0.68194 3.12719
H -4.66567 -1.07230 4.84402
H -2.32880 -1.31129 4.19538
H -2.47905 0.01413 5.35754
H -0.90201 1.71753 4.55482
H -2.60399 2.26072 4.44757
H -1.51352 2.46293 3.06394
C -6.74098 -0.01065 -2.57942
O -6.67867 -0.76574 -1.37936
C -5.65629 -1.75629 -1.41122
C -4.43419 -1.31570 -0.62023
O -3.78346 -0.21111 -1.24228
C -4.08048 1.02197 -0.60383
H -7.38832 0.84970 -2.40553
H -5.75558 0.35156 -2.88370
H -7.17443 -0.61912 -3.38030
H -5.38484 -2.00514 -2.44172
H -6.06924 -2.65598 -0.94501
H -3.71446 -2.13964 -0.60092
H -4.70330 -1.07919 0.41422
H -3.55055 1.08177 0.35263
H -5.15399 1.14819 -0.44033
H -3.73091 1.83051 -1.24801
C 3.60895 10.27144 -4.67060
O 3.95496 9.55125 -3.49774
C 4.55668 8.29326 -3.78852
C 6.06694 8.34690 -3.61057
O 6.67285 9.18790 -4.58691
C 7.02012 10.46130 -4.06516
H 3.35597 11.29177 -4.37989
H 4.43600 10.30823 -5.38401
H 2.73297 9.81441 -5.14359
H 4.29480 7.95836 -4.79697
H 4.14581 7.57184 -3.07684
H 6.47257 7.34222 -3.75964
H 6.33008 8.66930 -2.59807
H 7.89504 10.37123 -3.41340
H 6.19266 10.91330 -3.51208
H 7.27447 11.11247 -4.90244
C 4.34295 -6.96652 0.53317
O 3.31789 -6.53959 -0.34854
C 3.56345 -5.23683 -0.88106
C 4.08425 -5.31183 -2.30710
O 5.38682 -5.89256 -2.35617
C 5.35972 -7.24636 -2.77567
H 4.20024 -8.03079 0.72932
H 5.33692 -6.82239 0.10156
H 4.26939 -6.42243 1.48134
H 4.25299 -4.67730 -0.24261
H 2.60781 -4.70895 -0.88609
H 4.17394 -4.29496 -2.69866
H 3.38723 -5.86029 -2.94912
H 5.15480 -7.30026 -3.85002
H 4.61217 -7.82643 -2.22776
H 6.34281 -7.68005 -2.58581
C -9.64265 -2.41322 4.01356
O -8.87330 -1.88259 5.08144
C -8.09214 -0.75979 4.68431
C -8.72625 0.54453 5.14215
O -9.95207 0.79258 4.46060
C -11.08643 0.48779 5.25729
H -10.36122 -3.11941 4.43139
H -10.19179 -1.63275 3.48094
H -8.99070 -2.94876 3.31480
H -7.93217 -0.75798 3.60109
H -7.11644 -0.86255 5.16844
H -8.05052 1.36791 4.89185
H -8.87351 0.54734 6.22658
H -11.21406 1.25087 6.03175
H -11.00418 -0.49864 5.72094
H -11.96566 0.49550 4.61172
C -0.49394 -11.64467 -1.72753
O -0.32756 -10.32447 -2.21835
C -0.30599 -9.35391 -1.17467
C 1.11233 -8.89524 -0.87176
O 1.88597 -9.94778 -0.30072
C 2.76377 -10.54546 -1.24087
H -0.29068 -12.33847 -2.54437
H 0.19391 -11.86308 -0.90670
H -1.52693 -11.79046 -1.39274
H -0.79207 -9.73953 -0.27284
H -0.88367 -8.49412 -1.52757
H 1.06994 -8.09341 -0.13009
H 1.59524 -8.49723 -1.76884
H 3.60026 -9.87092 -1.45095
H 2.25066 -10.79847 -2.17246
H 3.15745 -11.46322 -0.80122
*
```

***

Entry 2:
C24H55N10O7 | ωB97M-V/def2-TZVPD

## Properties
Orbital gap ... 5.03 eV
HOMO energy ... -3.125 eV
LUMO ... 1.9 eV

```
! RIJCOSX wB97M-V def2-TZVPD def2/J DEFGRID3
* xyz -1 1
C 4.02245 0.13796 1.31024
N 4.75638 1.45793 1.22201
C 4.67322 2.09066 -0.14884
C 3.66557 3.37982 -0.26251
N 4.36281 4.68252 0.15413
C 2.31109 3.15416 0.63219
C 0.97997 3.94640 0.09609
C -0.34779 3.80174 1.04638
C -0.63597 2.29439 1.62033
N -1.50727 1.42519 0.74096
C -0.84899 1.16263 -0.62466
N -1.23144 1.98127 -1.66032
N 0.20751 0.05611 -0.82615
C 3.35843 3.56914 -1.89569
O 3.00391 2.57151 -2.71191
O 3.43084 4.92968 -2.52340
H 4.13515 -0.53483 0.34585
H 4.47890 -0.49814 2.21131
H 2.87554 0.21918 1.52806
H 4.51326 2.11550 1.99455
H 5.78496 2.42513 -0.42621
H 4.34388 1.23742 -0.91214
H 3.74465 5.26888 0.76003
H 5.29068 4.49530 0.59442
H 2.05463 1.99038 0.55815
H 2.50961 3.48728 1.74475
H 0.70892 3.69646 -1.03152
H 1.26350 5.10599 0.09007
H -1.30432 4.09994 0.39959
H -0.25876 4.55834 1.95060
H -1.23676 2.43609 2.64189
H 0.31546 1.67164 1.89546
H -1.47239 0.46700 1.20321
H -1.94824 2.68140 -1.31047
H 1.15074 0.52443 -0.79084
H 0.03441 -0.24824 -1.83104
C -3.79222 -0.73910 3.06454
O -2.75025 -0.11023 2.92654
N -3.94825 -2.08855 2.83046
C -5.21697 -2.76123 3.01747
C -2.80723 -2.85996 2.38291
H -4.71996 -0.24848 3.40076
H -5.09288 -3.54910 3.76595
H -5.52623 -3.20411 2.06642
H -5.98762 -2.06310 3.35565
H -2.01199 -2.78567 3.13079
H -2.44332 -2.44240 1.43938
H -3.08201 -3.90841 2.24021
C -3.95413 -6.59430 1.17497
O -3.48422 -5.76460 1.94373
N -3.81161 -6.58451 -0.19607
C -4.39951 -7.60478 -1.03901
C -3.04951 -5.51992 -0.81507
H -4.55059 -7.44535 1.54161
H -3.60238 -8.10847 -1.59331
H -5.09038 -7.12905 -1.74090
H -4.94430 -8.34269 -0.44374
H -2.03006 -5.53469 -0.41790
H -3.51096 -4.55997 -0.56486
H -3.02374 -5.64450 -1.90086
C 6.13913 -2.44481 -0.19102
O 5.52916 -1.41235 -0.44041
N 6.66357 -3.30939 -1.12782
C 7.37425 -4.51386 -0.75192
C 6.49926 -3.00465 -2.53404
H 6.31989 -2.76982 0.84636
H 8.38997 -4.46582 -1.15486
H 6.85300 -5.37829 -1.17305
H 7.42407 -4.61953 0.33528
H 6.96062 -2.03502 -2.74430
H 5.43103 -2.94319 -2.76242
H 6.96465 -3.77611 -3.15321
C -2.75526 6.06100 3.56113
O -2.05218 5.12280 3.20660
N -3.15449 7.10839 2.75880
C -3.98886 8.18348 3.25389
C -2.72635 7.13593 1.37560
H -3.13539 6.13727 4.59270
H -4.91264 8.21263 2.66895
H -3.45205 9.12952 3.13927
H -4.23651 8.03694 4.30880
H -3.08639 6.23282 0.87359
H -1.63282 7.14540 1.34164
H -3.11846 8.02099 0.86763
C -2.35660 -1.78813 -3.42966
O -3.05595 -2.57663 -2.80564
N -1.47516 -2.12396 -4.43485
C -0.68126 -1.13018 -5.12714
C -1.33745 -3.51541 -4.81194
H -2.38408 -0.70614 -3.22230
H -0.92400 -1.16313 -6.19314
H 0.37818 -1.36174 -4.98480
H -0.88382 -0.12636 -4.74379
H -2.31020 -3.89274 -5.14154
H -1.01418 -4.09038 -3.93904
H -0.60691 -3.62661 -5.61758
*
```

***

Entry 3:
C7H9NO2Pt | ωB97M-V/def2-TZVPD

## Properties
Energy above the lowest of the compared OMol25 structures with the same formula, charge and spin ... 46.40 kcal per mole
Orbital gap (alpha / beta) ... 7.70 / 3.74 eV
HOMO energy (alpha / beta) ... -17.714 / -18.286 eV
LUMO (alpha / beta) ... -10.0 / -14.5 eV

```
! RIJCOSX wB97M-V def2-TZVPD def2/J DEFGRID3
* xyz 2 5
Pt -0.49563 0.12974 0.43682
C 0.39892 -0.05284 -3.08311
H 0.92265 0.18639 -2.08846
H -0.26440 -0.71846 -2.48429
H 1.03339 -0.67499 -3.82073
H -0.00274 0.77163 -3.86367
H -1.61735 1.26209 0.54999
O 1.83218 -2.46649 2.38330
C 1.12965 -1.56163 1.98735
O 0.91138 -1.30716 0.69908
C 0.43413 -0.64382 2.92797
C 0.39702 -0.57626 4.30930
C -0.37936 0.40048 4.95618
C -1.08729 1.30703 4.15577
C -1.03596 1.24059 2.81057
N -0.33091 0.24307 2.28716
H 0.96564 -1.32312 4.83000
H -0.43374 0.45117 6.06558
H -1.69766 2.08101 4.58330
H -1.51573 1.89967 2.09039
*
```

***

Entry 4:
C5H12NO | ωB97M-V/def2-TZVPD

## Properties
Energy above the lowest of the compared OMol25 structures with the same formula, charge and spin ... 100.99 kcal per mole
Orbital gap ... 10.97 eV
HOMO energy ... -14.486 eV
LUMO ... -3.5 eV

```
! RIJCOSX wB97M-V def2-TZVPD def2/J DEFGRID3
* xyz 1 1
C -0.43744 0.91846 1.15593
C 0.29780 0.15788 0.14492
C 2.72247 -0.17540 0.26183
C 1.36420 -0.84137 0.49113
C -2.17397 0.26435 -0.58488
N -2.41465 -0.66383 -1.50286
O -1.09374 -0.12300 0.43208
H -0.30263 0.69545 2.20736
H -0.78439 1.92155 0.92477
H 0.41630 0.64001 -0.82726
H 2.84069 0.10494 -0.78116
H 3.51848 -0.86454 0.52051
H 2.82544 0.71610 0.87485
H 1.26912 -1.15964 1.52972
H 1.27820 -1.72429 -0.14565
H -3.01736 0.62993 -0.01219
H -1.33265 1.69973 -1.09835
H -1.69081 -1.02016 -2.10491
H -3.28507 -1.17620 -1.48586
*
```

***

| no. | maximum force (eV/Å) | E_tot (hartree) |
| --- | --- | --- |
| 1 | 4.27 | -6282.89752 |
| 2 | 7.62 | -2021.50589 |
| 3 | 7.28 | -595.60124 |
| 4 | 4.49 | -327.29865 |